Below is the molecule C16H20N4O3S2 in a non-equilibrium geometry, with properties calculated with ωB97M-V/def2-TZVPD.

Positions of all 45 atoms, in Å:
C: -0.907 2.443 -0.561
S: 2.969 -5.754 2.931
C: 2.212 -4.757 1.736
C: 5.748 -3.320 5.831
H: 6.573 -3.977 5.530
C: -0.427 0.092 -0.350
H: -1.431 -1.167 -1.789
N: 1.920 -5.217 0.568
H: -5.254 5.983 -2.931
C: -1.722 2.190 -1.667
H: -5.660 4.266 -2.901
N: 1.292 -4.346 -0.209
S: 1.702 -3.077 1.993
H: 5.502 -4.421 3.514
C: 1.098 -3.203 0.358
H: -3.290 4.611 -5.804
H: -0.774 3.458 -0.214
H: 0.351 1.595 0.948
O: -3.504 2.305 -3.987
C: -4.136 4.769 -5.140
C: -1.252 -0.158 -1.446
H: -2.136 4.167 -1.855
N: -2.337 3.274 -2.284
H: -4.873 3.996 -5.341
C: -0.275 1.408 0.090
C: -1.894 0.875 -2.097
H: 5.067 -3.880 6.481
H: 2.611 -3.878 4.404
C: 4.682 -3.728 3.754
H: 6.145 -2.471 6.383
N: 0.471 -2.153 -0.247
H: -4.573 5.741 -5.352
O: 5.091 -2.784 4.708
H: 3.679 -5.132 5.077
C: -4.863 4.987 -2.739
H: 0.178 -2.296 -1.203
H: -2.892 5.418 -3.505
C: -3.692 4.691 -3.683
H: -2.534 0.672 -2.939
C: 3.456 -4.533 4.194
C: 0.280 -0.959 0.406
H: -4.556 4.932 -1.696
H: 4.439 -3.146 2.861
C: -3.178 3.289 -3.368
O: 0.695 -0.808 1.540

The value obtained for the highest occupied orbital energy is -8.1639 eV. The spin multiplicity is 1. The molar mass is 380.5 u. The SMILES is COCCSc1nnc(NC(=O)c2ccc(NC(=O)C(C)C)cc2)s1. Its orbital gap is 8.3 eV. The calculation puts the lowest unoccupied orbital energy at 0.11 eV.

---

Below is a structure of composition C56H57N6P2PbSSi, with properties calculated with ωB97M-V/def2-TZVPD.

Positions of all 124 atoms, in Å:
C: 6.493 2.467 1.851
C: -2.047 -3.921 2.006
C: -1.132 -5.450 -1.977
H: -3.886 2.381 0.407
C: 5.982 2.927 -5.665
H: -6.674 -2.661 2.169
H: -0.809 4.426 -2.975
C: -4.790 0.152 1.922
H: -2.141 2.240 0.217
H: -0.758 -7.323 -2.950
H: 6.523 3.179 -6.568
H: -7.939 1.407 1.748
C: -3.066 1.664 0.318
C: 0.830 -6.790 -1.605
H: 4.348 -0.750 0.094
H: -0.785 4.270 0.894
H: -2.189 -2.814 -2.875
C: 6.851 1.632 0.800
C: -4.107 0.833 -1.947
C: -7.148 0.673 1.836
C: 4.411 2.936 0.745
H: -1.060 -3.511 2.178
P: -3.009 0.609 1.852
H: 1.298 -4.377 -3.328
C: -2.709 -4.567 3.038
C: 1.894 -2.652 -2.475
C: 4.829 2.157 -5.734
C: 1.304 -5.842 -0.710
H: -0.378 -1.500 2.589
H: -1.101 1.948 -1.401
C: -2.763 -2.647 -1.959
C: -5.116 -1.195 2.054
H: -2.081 -5.298 -2.477
P: -1.614 -3.010 -0.571
H: 0.846 -1.566 4.727
H: -0.228 2.175 -2.897
H: -0.886 2.368 2.535
H: -2.240 -4.646 4.010
C: 0.704 -1.404 2.606
H: 3.466 3.463 0.740
N: 2.771 -2.244 -1.630
N: -2.765 -0.515 -0.736
C: -3.561 2.967 5.228
H: -4.762 1.563 4.154
C: -3.971 -5.103 2.824
C: 3.037 0.033 -2.149
C: -1.658 2.560 3.272
N: 2.137 -3.870 -3.090
C: 4.589 2.251 -3.316
C: 4.742 2.090 -0.311
H: -4.496 -5.603 3.628
H: 2.832 -4.422 -2.607
H: 4.986 3.777 2.633
C: 5.748 3.028 -3.274
C: -1.403 3.446 4.306
C: 2.640 -0.999 1.318
C: -4.560 -4.989 1.574
C: 5.985 1.451 -0.266
C: -2.359 3.655 5.291
H: 1.900 3.079 -2.879
C: 6.437 3.366 -4.432
H: 1.691 2.772 0.721
H: -4.317 -1.926 2.126
H: 2.260 -5.980 -0.222
H: 2.227 0.145 -2.881
C: 0.564 -4.697 -0.452
H: 3.870 -0.438 -2.692
H: 7.334 3.971 -4.369
C: -4.037 -0.423 -2.601
H: 1.409 -7.682 -1.810
N: 1.277 -1.229 1.401
H: 0.833 5.254 -1.478
H: 6.276 0.790 -1.075
C: -0.387 -6.589 -2.245
H: 7.163 2.602 2.690
H: -3.614 -3.331 -1.971
H: -8.496 -0.991 1.975
H: 3.357 -1.175 4.662
H: 4.465 1.809 -6.693
H: 6.120 3.379 -2.319
C: -0.665 -4.498 -1.076
H: -4.309 3.115 5.998
N: 2.568 -0.898 -1.117
H: -0.451 3.960 4.352
C: 3.393 -0.983 2.559
S: 0.411 -1.858 -2.985
H: 2.368 3.944 -1.439
C: -0.882 4.038 -1.957
C: 1.373 -1.421 3.795
H: 7.803 1.117 0.815
H: -4.383 -4.250 -0.420
C: 4.144 1.829 -4.574
H: 3.245 1.228 -4.653
C: -0.109 4.963 -1.012
C: -2.629 -3.803 0.745
C: -3.895 -4.341 0.541
H: 4.456 -0.785 2.499
C: -5.825 1.080 1.813
H: 0.832 4.936 0.931
C: -6.443 -1.608 2.075
Si: 3.595 1.784 -1.767
C: -3.313 0.720 -0.816
C: 0.159 4.306 0.343
H: -4.536 -0.710 -3.514
H: -5.546 -5.401 1.398
C: -0.358 2.583 -1.894
C: 0.732 2.867 0.212
H: -0.671 5.887 -0.859
C: -3.210 -1.212 -1.811
C: 3.262 -0.768 0.127
H: -5.597 2.135 1.716
C: -2.875 1.882 3.177
N: 0.892 2.416 -1.163
H: -1.943 4.047 -1.695
C: 2.781 -1.197 3.743
C: -7.460 -0.675 1.966
C: 5.273 3.123 1.819
H: 0.957 -3.941 0.221
H: -2.159 4.335 6.110
H: -4.677 1.697 -2.259
C: -3.817 2.090 4.183
Pb: -0.031 -0.618 -0.561
H: 0.054 2.170 0.715
C: 2.098 2.946 -1.811

The value obtained for the highest occupied orbital energy is -3.5098 eV. The spin multiplicity is 1. The molar mass is 1143.4 u. Its orbital gap is 5.9 eV. The calculation puts the lowest unoccupied orbital energy at 2.42 eV. As for the charge: -1.

---

Below is a structure of composition C4H2BF2INO9S2 in a non-equilibrium geometry, with properties calculated with ωB97M-V/def2-TZVPD.

Positions of all 22 atoms, in Å:
C: 1.418 -1.868 -0.534
B: 2.647 -2.398 0.312
O: -0.254 -0.457 -3.192
F: -3.581 4.809 0.622
S: -2.862 3.435 0.265
O: -3.939 2.529 0.028
O: -0.782 -1.472 -1.218
O: -0.285 1.703 0.854
S: -1.294 1.927 1.845
N: -2.133 3.244 1.665
C: 0.043 -1.116 -2.245
O: -0.947 1.727 3.213
H: 3.550 -0.700 0.172
H: 2.378 -4.341 0.206
O: -0.346 -1.297 1.013
F: -2.364 0.785 1.560
O: 3.686 -1.565 0.578
C: 0.043 -1.549 -0.065
O: -2.001 3.763 -0.824
I: 2.915 -1.868 -3.215
O: 2.701 -3.667 0.811
C: 1.407 -1.624 -1.850

The value obtained for the highest occupied orbital energy is -6.2856 eV. The spin multiplicity is 1. The molar mass is 447.9 u. Its orbital gap is 7.5 eV. The calculation puts the lowest unoccupied orbital energy at 1.23 eV. As for the charge: -1.